No. 1
The following is a quantum chemistry calculation of 11 unconnected molecules or ions with the total composition C48H129N11O13 at a distorted geometry, from the OMol25 dataset.

Geometry as XYZ:
```
201
Properties=species:S:1:pos:R:3
C -0.55 2.89 -4.96
C -1.72 3.15 -4.01
C -1.49 4.37 -3.17
O -0.45 4.21 -2.27
C -0.26 5.29 -1.36
N -2.95 3.36 -4.79
H -0.83 2.07 -5.62
H 0.36 2.77 -4.43
H -0.36 3.80 -5.53
H -1.89 2.34 -3.33
H -2.48 4.43 -2.58
H -1.45 5.32 -3.77
H 0.60 5.17 -0.75
H -1.10 5.26 -0.63
H -0.21 6.29 -1.77
H -3.10 2.56 -5.32
H -3.71 3.50 -4.13
C -1.99 -1.23 3.74
C -3.49 -1.07 3.63
C -4.22 -2.17 4.42
O -3.54 -3.43 4.38
C -4.37 -4.47 4.85
N -4.08 0.21 4.05
H -1.52 -0.51 3.07
H -1.73 -2.21 3.48
H -1.59 -1.13 4.73
H -3.72 -1.25 2.59
H -5.25 -2.29 3.99
H -4.29 -1.93 5.46
H -3.79 -5.38 4.75
H -5.31 -4.50 4.35
H -4.51 -4.25 5.94
H -3.73 1.00 3.55
H -4.18 0.43 5.03
C -5.22 -4.08 0.54
C -5.14 -2.59 0.55
C -5.15 -2.07 -0.95
O -4.04 -2.42 -1.75
C -2.77 -1.97 -1.27
N -6.38 -2.04 1.25
H -5.02 -4.50 1.52
H -4.47 -4.45 -0.20
H -6.24 -4.34 0.23
H -4.27 -2.29 1.10
H -5.37 -0.98 -0.94
H -6.03 -2.59 -1.48
H -2.05 -2.44 -1.86
H -2.59 -2.20 -0.22
H -2.58 -0.92 -1.48
H -7.19 -2.59 1.04
H -6.61 -1.11 1.05
C -0.52 5.41 2.87
C -0.13 4.15 2.16
C 1.43 3.99 2.17
O 1.95 4.63 1.04
C 3.34 4.77 1.17
N -0.71 2.91 2.67
H -1.62 5.56 2.97
H -0.19 6.32 2.38
H -0.14 5.33 3.86
H -0.46 4.11 1.16
H 1.75 2.93 2.22
H 1.88 4.52 3.05
H 3.93 4.78 0.25
H 3.83 4.01 1.83
H 3.58 5.67 1.65
H -1.70 2.94 2.90
H -0.29 2.59 3.51
C -2.40 -6.28 2.01
C -0.91 -6.53 1.66
C -0.67 -5.91 0.22
O -1.19 -6.76 -0.78
C -1.48 -6.10 -1.95
N -0.03 -5.81 2.60
H -3.06 -6.50 1.17
H -2.47 -5.17 2.19
H -2.79 -6.91 2.80
H -0.65 -7.55 1.54
H 0.41 -5.83 0.15
H -1.01 -4.90 0.06
H -0.65 -5.59 -2.48
H -2.30 -5.36 -1.69
H -1.84 -6.87 -2.60
H 0.87 -6.28 2.56
H -0.43 -5.84 3.54
C 3.51 -7.14 0.37
C 4.03 -6.35 1.58
C 3.81 -4.89 1.54
O 4.26 -4.36 0.34
C 3.64 -3.15 -0.03
N 3.23 -6.77 2.78
H 2.44 -7.06 0.24
H 3.75 -8.15 0.68
H 4.03 -6.98 -0.55
H 5.04 -6.66 1.65
H 4.29 -4.45 2.43
H 2.71 -4.68 1.67
H 2.68 -3.40 -0.49
H 4.27 -2.80 -0.82
H 3.52 -2.34 0.72
H 3.70 -6.50 3.68
H 3.14 -7.79 2.78
C 5.25 -1.25 2.53
C 5.83 0.16 2.56
C 7.38 0.18 2.45
O 7.70 1.53 2.40
C 9.01 1.78 2.11
N 5.05 0.89 1.55
H 5.71 -1.97 3.17
H 5.45 -1.62 1.55
H 4.15 -1.22 2.71
H 5.61 0.62 3.58
H 7.72 -0.30 1.52
H 7.72 -0.38 3.33
H 9.20 1.36 1.08
H 9.73 1.41 2.87
H 9.02 2.90 2.04
H 5.13 0.48 0.62
H 5.38 1.82 1.46
C 4.72 -1.85 -4.41
C 3.99 -0.64 -3.94
C 2.55 -0.55 -4.61
O 1.79 -1.55 -4.08
C 0.71 -1.86 -4.90
N 3.91 -0.59 -2.50
H 5.19 -1.82 -5.42
H 4.10 -2.74 -4.38
H 5.62 -2.07 -3.83
H 4.53 0.25 -4.18
H 2.64 -0.59 -5.77
H 2.12 0.46 -4.43
H 1.00 -2.14 -5.89
H -0.01 -0.98 -5.02
H 0.20 -2.63 -4.41
H 3.47 0.28 -2.20
H 3.44 -1.41 -2.13
C 0.41 0.55 -1.63
C 0.98 0.89 -0.26
C 1.33 -0.35 0.60
O 0.26 -1.27 0.52
C 0.40 -2.30 1.49
N 2.20 1.72 -0.39
H -0.66 0.26 -1.54
H 0.90 -0.31 -2.15
H 0.50 1.40 -2.30
H 0.25 1.44 0.32
H 1.58 -0.12 1.63
H 2.28 -0.77 0.11
H 0.59 -1.85 2.48
H 1.28 -2.89 1.24
H -0.45 -2.94 1.49
H 1.88 2.69 -0.56
H 2.71 1.71 0.47
C 6.37 1.36 -2.50
O 5.51 2.17 -3.31
C 4.72 3.03 -2.51
C 3.42 3.27 -3.23
N 2.57 4.08 -2.33
C 2.85 5.47 -2.50
C 2.78 6.07 -3.89
O 1.56 5.74 -4.49
C 1.50 6.20 -5.81
H 6.65 0.48 -3.06
H 5.91 1.01 -1.61
H 7.31 1.86 -2.23
H 5.25 3.91 -2.24
H 4.42 2.46 -1.63
H 2.98 2.30 -3.49
H 3.64 3.77 -4.17
H 1.62 3.89 -2.60
H 3.90 5.63 -2.15
H 2.16 6.05 -1.85
H 3.64 5.69 -4.52
H 2.93 7.13 -3.77
H 0.68 5.70 -6.36
H 2.45 5.92 -6.33
H 1.37 7.31 -5.92
C -10.34 2.92 1.26
O -9.14 2.89 2.05
C -8.95 1.56 2.61
C -7.53 1.34 3.09
N -6.55 1.33 2.03
C -6.09 2.60 1.63
C -4.92 2.48 0.67
O -3.81 1.78 1.23
C -2.64 1.65 0.41
H -11.30 2.79 1.73
H -10.28 2.20 0.42
H -10.34 3.91 0.76
H -9.21 0.79 1.85
H -9.63 1.34 3.46
H -7.37 0.40 3.61
H -7.33 2.12 3.88
H -5.79 0.74 2.35
H -5.92 3.24 2.51
H -6.87 3.18 1.09
H -4.62 3.49 0.34
H -5.36 1.92 -0.19
H -2.82 1.08 -0.50
H -1.88 1.28 1.01
H -2.34 2.67 0.09
```

Properties
HOMO-LUMO gap ... 0.3360 Eh
E_LUMO ... 0.66 eV
Energy relative to the best compared isomer or geometry (same formula, charge and spin) ... 135.8 kJ/mol

These are the Löwdin partial charges, in e, on atoms 1 to 6: -0.026, -0.441, -0.245, -0.194, -0.091, 0.051

***

No. 2
The following is a quantum chemistry calculation of 14 unconnected molecules or ions with the total composition C48H131N13O4 at a distorted geometry, from the OMol25 dataset.

Geometry as XYZ:
```
196
Properties=species:S:1:pos:R:3
N -1.11 0.98 -4.84
H -1.68 0.24 -5.21
H -1.29 1.86 -5.29
H -0.17 0.67 -5.05
H -1.23 0.97 -3.84
N 0.31 5.29 -0.81
H -0.15 4.40 -0.71
H 1.11 4.98 -1.36
H 0.56 5.74 0.06
H -0.26 5.78 -1.48
N 1.80 -3.88 0.55
H 1.53 -3.04 0.05
H 1.11 -4.49 0.15
H 1.82 -3.86 1.56
H 2.65 -3.98 0.02
N 3.16 -3.19 -3.20
H 2.76 -4.03 -3.58
H 2.89 -2.99 -2.24
H 2.87 -2.38 -3.72
H 4.15 -3.36 -3.16
N -2.94 3.87 -2.66
H -3.35 3.88 -3.58
H -2.72 2.89 -2.52
H -3.66 4.14 -2.00
H -2.15 4.49 -2.60
N 4.18 -0.87 -0.10
H 4.98 -0.52 0.42
H 4.06 -0.35 -0.95
H 3.42 -0.59 0.49
H 4.35 -1.86 -0.21
C -0.21 -0.35 -1.83
C 0.70 -0.81 -0.96
C 1.06 -0.06 0.34
O 1.79 -0.55 1.31
C 0.53 1.18 0.52
C -0.38 1.85 -0.46
C -0.89 0.95 -1.66
O -1.76 1.38 -2.37
O -0.68 3.05 -0.51
O 1.22 -1.92 -1.30
H -0.32 -0.80 -2.80
H 0.76 1.68 1.44
C 0.64 4.88 3.13
C 1.64 5.94 2.59
N 1.17 6.70 1.38
C 2.23 7.65 0.89
C 3.63 6.98 0.64
C -0.12 7.47 1.79
C -0.63 8.28 0.70
H 0.45 4.08 2.42
H -0.30 5.36 3.40
H 1.05 4.30 3.95
H 1.83 6.67 3.38
H 2.59 5.42 2.45
H 2.27 8.46 1.62
H 1.95 7.98 -0.11
H 3.99 6.42 1.51
H 4.46 7.63 0.38
H 3.62 6.25 -0.16
H -0.88 6.72 2.04
H 0.22 7.99 2.69
H -0.65 7.80 -0.28
H -1.60 8.75 0.88
H 0.07 9.10 0.53
C -2.29 -4.31 0.08
C -1.40 -4.65 -1.09
N -0.25 -5.44 -0.56
C -0.72 -6.69 0.01
C 0.05 -7.15 1.19
C 0.60 -5.80 -1.73
C 1.90 -6.63 -1.32
H -3.04 -5.07 0.30
H -2.95 -3.45 -0.11
H -1.60 -4.31 0.92
H -1.98 -5.12 -1.88
H -1.03 -3.70 -1.50
H -1.71 -6.62 0.44
H -0.88 -7.50 -0.70
H 0.04 -6.43 2.00
H -0.37 -8.07 1.60
H 1.11 -7.33 1.00
H 1.14 -4.98 -2.21
H 0.06 -6.47 -2.40
H 2.50 -6.72 -2.22
H 1.82 -7.71 -1.17
H 2.63 -6.23 -0.61
C -0.27 -3.19 3.14
C 1.09 -3.07 3.77
N 1.90 -4.20 3.29
C 3.30 -3.76 3.28
C 4.26 -4.83 2.84
C 1.69 -5.44 4.05
C 1.93 -5.38 5.57
H -0.87 -2.34 3.45
H -0.80 -4.09 3.44
H -0.22 -3.07 2.05
H 1.53 -2.12 3.47
H 0.99 -3.08 4.85
H 3.47 -2.92 2.60
H 3.63 -3.38 4.25
H 3.99 -5.40 1.95
H 5.29 -4.49 2.69
H 4.42 -5.55 3.64
H 2.36 -6.16 3.56
H 0.68 -5.76 3.78
H 2.63 -4.59 5.83
H 2.25 -6.38 5.87
H 1.00 -5.21 6.11
C -3.33 0.61 1.84
C -2.68 -0.60 2.45
N -2.76 -0.64 3.94
C -2.13 0.49 4.63
C -0.77 0.97 4.02
C -4.10 -1.05 4.40
C -4.48 -2.55 4.19
H -2.94 0.62 0.82
H -3.09 1.52 2.39
H -4.41 0.49 1.74
H -3.08 -1.54 2.07
H -1.65 -0.72 2.14
H -2.90 1.22 4.87
H -1.88 0.08 5.61
H -0.12 0.18 3.65
H -1.02 1.72 3.27
H -0.24 1.63 4.71
H -4.88 -0.42 3.98
H -4.05 -0.93 5.48
H -4.55 -2.90 3.16
H -5.46 -2.78 4.61
H -3.78 -3.17 4.74
C 4.08 2.35 1.17
C 4.67 1.53 2.39
N 5.80 0.66 2.07
C 6.24 -0.33 2.99
C 6.93 -1.50 2.37
C 7.03 1.46 1.75
C 7.20 1.41 0.22
H 4.81 3.04 0.74
H 3.20 2.96 1.37
H 3.80 1.71 0.34
H 5.05 2.10 3.23
H 3.81 1.00 2.79
H 5.41 -0.89 3.42
H 6.84 -0.04 3.85
H 6.90 -2.36 3.04
H 8.00 -1.33 2.25
H 6.53 -1.70 1.37
H 7.07 2.44 2.24
H 7.93 0.92 2.02
H 7.04 0.40 -0.14
H 6.35 2.00 -0.14
H 8.14 1.91 -0.02
C -3.76 4.44 0.70
C -5.03 3.70 0.24
N -5.33 4.05 -1.12
C -6.01 5.34 -1.33
C -5.84 5.91 -2.80
C -6.11 2.98 -1.80
C -5.40 1.58 -2.02
H -2.90 3.98 0.22
H -3.55 4.40 1.77
H -3.81 5.53 0.62
H -4.90 2.66 0.54
H -5.95 3.98 0.76
H -7.09 5.24 -1.28
H -5.66 6.20 -0.75
H -6.08 5.13 -3.52
H -6.41 6.83 -2.94
H -4.81 6.27 -2.87
H -6.48 3.40 -2.73
H -6.93 2.73 -1.12
H -6.06 0.76 -2.30
H -5.09 1.27 -1.03
H -4.52 1.59 -2.66
C -0.62 -0.63 -8.00
C -2.00 -1.26 -7.59
N -2.09 -1.42 -6.16
C -1.17 -2.39 -5.61
C -1.18 -3.77 -6.34
C -3.46 -1.66 -5.69
C -3.83 -1.11 -4.27
H -0.67 -0.55 -9.09
H 0.18 -1.37 -7.95
H -0.28 0.22 -7.41
H -2.81 -0.63 -7.96
H -2.14 -2.20 -8.12
H -0.19 -1.92 -5.52
H -1.55 -2.54 -4.60
H -0.65 -3.77 -7.29
H -0.74 -4.43 -5.60
H -2.17 -4.20 -6.49
H -3.79 -2.68 -5.91
H -4.08 -1.14 -6.41
H -3.64 -0.04 -4.26
H -3.41 -1.72 -3.47
H -4.90 -1.14 -4.09
```

Properties
HOMO-LUMO gap ... 0.1712 Eh
Net charge ... +4
E_LUMO ... -9.77 eV
Energy relative to the best compared isomer or geometry (same formula, charge and spin) ... 0.0 kJ/mol

These are the Löwdin partial charges, in e, on atoms 1 to 6: 0.319, 0.068, 0.150, 0.129, 0.029, 0.302

***

| no. | HOMO (Ha) |
| --- | --- |
| 1 | -0.31186 |
| 2 | -0.53006 |